Formula: C3H3DyO4
Source: the Open Molecules 2025 dataset
Level of theory: wB97M-V/def2-TZVPD

Values from the calculation:
LUMO energy (spin up / spin down) (eV): -12.488 / -15.978
HOMO (spin up / spin down) (eV): -23.44 / -23.86
<S²>: 12.548

```
! wB97M-V def2-TZVPD RIJCOSX def2/J DEFGRID3
* xyz 3 7
O -3.289 0.228 0.085
C -2.147 0.597 0.125
C -0.995 -0.376 -0.020
H -1.840 1.637 0.414
H -1.027 -1.084 0.820
H -1.082 -0.937 -0.960
O 0.225 0.401 -0.051
C 1.365 -0.171 0.043
O 1.445 -1.421 0.331
O 2.427 0.458 -0.040
Dy 4.918 0.668 -0.745
*
```

Formula: C3H3ErO3
Source: the Open Molecules 2025 dataset
Level of theory: wB97M-V/def2-TZVPD

Values from the calculation:
LUMO energy (spin up / spin down) (eV): -7.093 / -7.117
HOMO (spin up / spin down) (eV): -11.79 / -12.38
<S²>: 6.008

```
! wB97M-V def2-TZVPD RIJCOSX def2/J DEFGRID3
* xyz 1 5
O -1.369 0.017 2.814
O 1.184 -0.821 -0.596
C 1.328 -0.336 -1.814
C 0.377 0.297 -2.528
O -2.492 0.752 4.631
C -1.525 0.359 4.030
Er 0.204 -0.872 1.417
H 2.327 -0.455 -2.264
H -0.656 0.360 -2.179
H 0.623 0.699 -3.511
*
```

Formula: C3H3F2N
Source: the Open Molecules 2025 dataset
Level of theory: wB97M-V/def2-TZVPD

Values from the calculation:
LUMO energy (eV): 0.822
HOMO (eV): -10.69

```
! wB97M-V def2-TZVPD RIJCOSX def2/J DEFGRID3
* xyz 0 1
C 0.612 0.992 0.118
C -0.381 -0.700 0.618
C -0.242 0.037 -0.720
N 0.419 0.432 1.266
F 0.590 -0.621 -1.565
F -1.327 0.470 -1.441
H 1.404 1.758 -0.187
H -1.346 -0.723 1.139
H 0.272 -1.646 0.772
*
```

Formula: C3H3F3
Source: the Open Molecules 2025 dataset
Level of theory: wB97M-V/def2-TZVPD

Values from the calculation:
LUMO energy (eV): 1.048
HOMO (eV): -10.16
SMILES: F/C=C(/F)CF

```
! wB97M-V def2-TZVPD RIJCOSX def2/J DEFGRID3
* xyz 0 1
C -0.848 -0.635 0.553
C 0.037 0.529 0.195
C 1.259 0.406 -0.205
H -1.391 -0.427 1.459
H -0.101 -1.458 0.648
H 1.935 1.051 -0.762
F -1.668 -0.902 -0.524
F -0.605 1.602 0.009
F 1.925 -0.808 0.004
*
```

Formula: C3H3F3
Source: the Open Molecules 2025 dataset
Level of theory: wB97M-V/def2-TZVPD

Values from the calculation:
LUMO energy (spin up / spin down) (eV): 1.098 / -1.894
HOMO (spin up / spin down) (eV): -7.52 / -11.48
<S²>: 2.010

```
! wB97M-V def2-TZVPD RIJCOSX def2/J DEFGRID3
* xyz 0 3
C 0.301 -0.167 0.385
C -0.561 -0.722 -0.530
C 2.191 0.121 0.337
F -0.795 -2.063 -0.313
F 2.519 -1.156 0.460
F 2.580 0.436 -0.863
H 0.019 0.924 0.451
H 0.451 -0.771 1.315
H -1.226 -0.429 -1.343
*
```

Formula: C3H3F3O
Source: the Open Molecules 2025 dataset
Level of theory: wB97M-V/def2-TZVPD

Values from the calculation:
LUMO energy (eV): 0.483
HOMO (eV): -9.17

```
! wB97M-V def2-TZVPD RIJCOSX def2/J DEFGRID3
* xyz 0 1
C 2.203 -0.559 0.392
C 1.731 0.661 0.231
C -0.595 0.565 0.604
O -1.383 1.039 -0.403
F 3.523 -0.854 0.110
F 2.119 1.882 -0.224
F -0.808 -0.742 0.783
H 1.880 -1.496 0.953
H -0.466 0.998 1.564
H -1.559 0.331 -1.044
*
```

Formula: C3H3F3O
Source: the Open Molecules 2025 dataset
Level of theory: wB97M-V/def2-TZVPD

Values from the calculation:
LUMO energy (eV): 0.163
HOMO (eV): -9.10
SMILES: O=C=CF.FCF

```
! wB97M-V def2-TZVPD RIJCOSX def2/J DEFGRID3
* xyz 0 1
C 2.021 0.288 -0.714
C 1.959 -0.557 0.281
C -1.978 0.263 0.069
O 1.823 1.163 -1.474
F 2.794 -1.559 0.575
F -1.560 -0.562 -0.936
F -1.147 -0.047 1.108
H -3.134 0.042 0.316
H 1.037 -0.340 0.827
H -1.814 1.310 -0.051
*
```

Formula: C3H3F6OP
Source: the Open Molecules 2025 dataset
Level of theory: wB97M-V/def2-TZVPD

Values from the calculation:
LUMO energy (eV): 0.490
HOMO (eV): -10.21
SMILES: O[C@@](F)(P)C(F)(F)C(F)(F)F

```
! wB97M-V def2-TZVPD RIJCOSX def2/J DEFGRID3
* xyz 0 1
C -0.600 0.519 0.041
C 0.902 0.251 0.202
C -1.419 -0.787 0.299
O 1.212 -0.222 1.360
F -1.119 1.506 0.852
F -0.872 0.962 -1.162
F 1.481 1.704 0.125
F -0.783 -1.905 0.060
F -2.522 -0.795 -0.522
F -1.994 -0.863 1.481
P 1.646 -0.631 -1.222
H 1.047 0.255 2.210
H 0.465 -0.448 -2.014
H 2.558 0.454 -1.708
*
```

Formula: C3H3F9O12S3V
Source: the Open Molecules 2025 dataset
Level of theory: wB97M-V/def2-TZVPD

Values from the calculation:
LUMO energy (spin up / spin down) (eV): 7.769 / 7.929
HOMO (spin up / spin down) (eV): 2.52 / 2.42
<S²>: 4.104

```
! wB97M-V def2-TZVPD RIJCOSX def2/J DEFGRID3
* xyz -4 4
V -0.716 0.698 -0.592
O 2.158 2.456 -0.841
H 2.805 1.939 -1.358
O -1.821 3.855 -0.779
H -1.760 4.099 0.165
O -3.952 -0.012 -0.745
H -4.294 0.206 -1.633
C 2.999 -4.797 1.790
F 2.573 -5.587 0.849
F 2.126 -4.705 2.750
F 4.251 -5.108 2.166
S 3.022 -2.908 1.030
O 3.442 -2.067 2.120
O 3.983 -3.022 -0.066
O 1.674 -2.607 0.560
C -0.022 0.907 6.226
F 1.007 0.074 5.946
F -0.568 0.720 7.456
F 0.340 2.199 6.159
S -1.466 0.589 4.947
O -0.746 0.560 3.623
O -2.114 -0.735 5.224
O -2.406 1.720 5.148
C -2.174 1.418 -6.751
F -3.224 1.469 -5.926
F -2.320 0.351 -7.473
F -2.208 2.482 -7.554
S -0.405 1.449 -5.782
O 0.612 1.112 -6.758
O -0.263 2.748 -5.242
O -0.533 0.496 -4.660
*
```

Formula: C3H3FLaO
Source: the Open Molecules 2025 dataset
Level of theory: wB97M-V/def2-TZVPD

Values from the calculation:
LUMO energy (eV): -16.687
HOMO (eV): -22.17

```
! wB97M-V def2-TZVPD RIJCOSX def2/J DEFGRID3
* xyz 3 1
H -0.386 -1.506 -0.568
H 0.957 -1.466 -1.887
O 1.227 0.051 3.667
C 0.178 -0.956 -1.321
C 0.116 0.355 -1.414
C 0.391 0.373 3.000
H 0.398 0.941 -2.297
F -0.924 1.044 -0.735
La -1.958 1.163 1.556
*
```

Formula: C3H3FLiO2
Source: the Open Molecules 2025 dataset
Level of theory: wB97M-V/def2-TZVPD

Values from the calculation:
LUMO energy (spin up / spin down) (eV): 0.001 / -0.254
HOMO (spin up / spin down) (eV): -7.09 / -9.77
<S²>: 0.753

```
! wB97M-V def2-TZVPD RIJCOSX def2/J DEFGRID3
* xyz 0 2
C -2.227 0.498 0.067
C -1.486 -0.413 0.667
H -3.220 0.210 -0.274
H -1.819 1.454 -0.260
H -1.795 -1.386 1.047
F -0.110 -0.226 0.842
C 3.473 0.079 -0.375
O 2.796 1.113 -0.474
O 3.128 -1.077 -0.664
Li 1.261 -0.251 -0.575
*
```

Formula: C3H3FMgO2
Source: the Open Molecules 2025 dataset
Level of theory: wB97M-V/def2-TZVPD

Values from the calculation:
LUMO energy (spin up / spin down) (eV): -0.939 / -0.761
HOMO (spin up / spin down) (eV): -5.74 / -5.78

```
! wB97M-V def2-TZVPD RIJCOSX def2/J DEFGRID3
* xyz 0 1
H -0.652 -1.744 0.421
F -1.759 0.148 1.412
O -0.258 1.245 0.036
O 0.952 -0.295 -0.758
C -0.332 0.196 1.004
C 0.125 -0.992 0.222
C 0.239 0.756 -1.107
H 0.195 0.466 1.921
H 0.756 -1.971 -0.095
Mg 0.733 2.191 -3.055
*
```

The records above give, respectively, DFT total energy values of -1300.73753, -1356.53312, -370.53031, -415.64760, -415.49672, -490.77672, -490.85683, -1131.85544, -4055.94235, -321.45222, -373.96702, -566.27978 hartree.